[1]
A structure of composition C31H57BaN2O2P2S. Source: OMol25; level of theory: the ωB97M-V functional and the def2-TZVPD basis.

Atoms and positions in Å:
Ba1 0.012 0.718 0.085
S1 -1.083 3.798 -1.146
P1 -1.633 -0.444 2.385
P2 0.564 -0.261 -2.794
O1 3.840 1.787 2.144
O2 -1.910 2.694 -0.462
N1 -1.872 -1.177 -0.801
N2 1.291 -1.734 0.173
C1 3.451 -4.001 1.425
C2 -1.896 -1.676 -2.049
C3 -1.537 2.404 2.807
C4 -4.282 -2.033 -1.950
C5 -1.740 1.219 -3.468
C6 -1.190 -2.105 3.198
C7 2.934 -0.012 -4.468
C8 3.228 -0.019 -1.977
C9 2.411 -0.613 -3.154
C10 -0.245 1.084 -3.843
C11 -3.066 -2.166 -2.631
C12 -3.033 -0.644 1.320
C13 -0.480 1.047 4.568
C14 -3.040 -1.112 -0.053
C15 2.282 -4.207 0.464
C16 2.820 1.486 1.719
C17 -2.067 -2.249 4.448
C18 -1.447 -3.244 2.196
C19 0.313 -2.095 3.532
C20 -2.213 5.115 -1.678
C21 -0.161 4.532 0.222
C22 -0.582 -1.716 -2.892
C23 1.615 -2.862 0.239
C24 2.606 -2.135 -3.172
C25 -4.255 -1.527 -0.661
C26 -3.042 1.065 4.303
C27 0.487 2.411 -3.557
C28 -1.681 1.082 3.592
C29 1.295 -5.214 1.050
C30 -0.148 0.748 -5.333
C31 2.813 -4.782 -0.853
H1 0.858 0.927 -5.731
H2 -4.012 -0.349 1.722
H3 -0.474 1.985 5.148
H4 3.611 -4.152 -1.268
H5 2.293 -2.568 -2.212
H6 0.907 -1.887 2.636
H7 3.093 1.071 -1.883
H8 0.471 1.020 4.010
H9 3.681 -2.356 -3.304
H10 0.944 -4.901 2.041
H11 0.440 -5.358 0.380
H12 -2.998 -2.606 -3.628
H13 0.594 3.817 0.582
H14 -3.134 -2.139 4.220
H15 -0.531 2.518 2.358
H16 -0.830 -1.869 -3.958
H17 -2.508 -3.327 1.918
H18 -2.983 4.641 -2.305
H19 -0.496 0.219 5.289
H20 -0.875 4.797 1.008
H21 3.993 -4.950 1.581
H22 -1.925 -3.250 4.887
H23 -3.104 1.938 4.978
H24 3.094 -3.653 2.403
H25 -3.213 0.169 4.916
H26 4.002 -0.277 -4.567
H27 0.388 5.422 -0.098
H28 4.166 -3.276 1.012
H29 -0.014 -2.601 -2.561
H30 -1.912 1.352 -2.389
H31 2.419 -0.414 -5.351
H32 -2.299 2.575 2.035
H33 -2.323 0.350 -3.809
H34 2.882 1.084 -4.484
H35 -3.863 1.147 3.576
H36 -5.207 -2.368 -2.420
H37 -2.659 5.624 -0.801
H38 2.966 -0.497 -1.020
H39 -1.630 3.213 3.549
H40 -2.141 2.124 -3.958
H41 -0.860 -3.089 1.279
H42 -5.162 -1.409 -0.076
H43 0.579 -1.360 4.298
H44 -0.431 -0.291 -5.549
H45 2.002 -4.910 -1.580
H46 1.789 -6.192 1.170
H47 0.350 2.734 -2.506
H48 2.056 -2.628 -3.990
H49 -1.807 -1.522 5.227
H50 4.294 -0.219 -2.168
H51 -1.664 5.843 -2.287
H52 1.567 2.365 -3.756
H53 3.250 -5.781 -0.675
H54 0.042 3.205 -4.179
H55 0.608 -3.088 3.900
H56 -1.128 -4.200 2.644
H57 -0.837 1.411 -5.883

Results
Energy in Ha: -2581.57108
E_LUMO in hartree: -0.0950
HOMO-LUMO gap in eV: 5.328
HOMO in eV: -7.91
Total charge: +1
Multiplicity: 1
Energy above the lowest of the compared OMol25 structures with the same formula, charge and spin in eV: 1.028



[2]
An isolated molecule of C3H3N3O. Source: OMol25; level of theory: the ωB97M-V functional and the def2-TZVPD basis.

Atoms and positions in Å:
O1 -1.655 0.604 1.177
N1 2.073 -0.188 0.680
N2 -0.323 1.194 -1.247
N3 0.585 1.602 -0.558
C1 -0.472 -0.514 -0.593
C2 -1.446 -0.374 0.505
C3 1.014 0.175 0.176
H1 -0.674 -1.415 -1.235
H2 2.889 0.369 0.453
H3 -1.986 -1.311 0.630

Results
Energy in Ha: -355.43283
E_LUMO in hartree: -0.0231
SMILES: [H]/N=C1\N=N[C@@H]1C=O
HOMO-LUMO gap in eV: 8.475
HOMO in eV: -9.10
Total charge: 0
Multiplicity: 1
Energy above the lowest of the compared OMol25 structures with the same formula, charge and spin in eV: 5.634



[3]
A structure of composition C34H31N6O3RhS2Te. Source: OMol25; level of theory: the ωB97M-V functional and the def2-TZVPD basis.

Atoms and positions in Å:
Te1 2.095 1.927 -0.181
Rh1 0.263 0.036 0.003
S1 0.121 -2.723 -0.405
S2 3.081 0.658 -3.155
O1 0.056 4.416 2.610
O2 0.485 1.859 5.149
O3 -3.920 -0.486 0.187
N1 -1.522 1.207 0.774
N2 2.416 -1.238 -1.028
N3 -0.710 0.033 -2.239
N4 -2.244 3.121 1.904
N5 -2.221 -0.548 -3.752
N6 -0.617 1.772 2.829
C1 -1.054 4.696 3.350
C2 -3.068 2.845 -2.153
C3 -4.376 0.925 -1.585
C4 -2.245 4.048 2.958
C5 -2.285 5.826 5.090
C6 -1.655 0.612 -4.216
C7 0.058 2.129 -3.424
C8 -1.431 2.013 1.792
C9 -0.690 0.970 -3.248
C10 -0.166 2.877 -4.560
C11 4.492 1.202 -3.962
C12 -1.129 2.513 -5.505
C13 1.300 4.926 3.027
C14 -3.541 0.622 -0.508
C15 -3.197 -0.964 1.301
C16 -2.235 2.567 -1.092
C17 -4.153 2.019 -2.396
C18 -2.442 1.465 -0.256
C19 0.584 1.744 6.548
C20 2.062 -1.227 3.861
C21 -1.622 -0.836 -2.574
C22 -1.093 5.566 4.431
C23 1.741 -0.211 4.755
C24 -1.896 1.378 -5.345
C25 5.156 2.157 -3.250
C26 3.367 1.742 -1.838
C27 1.510 -1.254 2.596
C28 -3.434 4.353 3.605
C29 0.866 0.780 4.363
C30 1.413 -1.772 -0.740
C31 0.598 -0.282 2.168
C32 0.286 0.735 3.075
C33 -3.462 5.238 4.669
C34 4.514 2.467 -2.042
H1 -1.368 3.184 -0.902
H2 -2.954 -1.074 -4.199
H3 -3.288 -0.289 2.155
H4 -4.345 3.881 3.270
H5 -2.138 -1.119 1.076
H6 2.023 4.548 2.305
H7 -3.657 -1.917 1.553
H8 -0.194 6.067 4.751
H9 -2.663 1.102 -6.053
H10 0.105 2.637 6.949
H11 -3.062 3.110 1.309
H12 -4.396 5.466 5.158
H13 2.181 -0.196 5.740
H14 0.054 0.861 6.915
H15 0.781 2.441 -2.685
H16 1.793 -2.056 1.926
H17 1.314 6.020 3.012
H18 6.069 2.622 -3.576
H19 4.761 0.787 -4.914
H20 -1.884 -1.700 -1.990
H21 -1.274 3.137 -6.374
H22 4.870 3.195 -1.333
H23 1.563 4.565 4.027
H24 2.751 -2.001 4.167
H25 -4.816 2.220 -3.224
H26 -0.668 2.421 3.604
H27 1.625 1.715 6.882
H28 -2.290 6.501 5.932
H29 -5.216 0.271 -1.760
H30 -2.869 3.694 -2.788
H31 0.410 3.776 -4.724

Results
Energy in Ha: -3043.32463
E_LUMO (spin up / spin down) in hartree: 0.0169 / -0.0650
HOMO-LUMO gap (spin up / spin down) in eV: 6.863 / 5.851
HOMO (spin up / spin down) in eV: -6.40 / -7.62
Total charge: 0
Multiplicity: 5
Energy above the lowest of the compared OMol25 structures with the same formula, charge and spin in eV: 0.513



[4]
A structure of composition C21H43N2OP3PrS. Source: OMol25; level of theory: the ωB97M-V functional and the def2-TZVPD basis.

Atoms and positions in Å:
Pr1 -0.088 0.316 0.049
S1 -1.342 2.554 1.265
P1 -1.454 1.184 -2.424
P2 2.422 1.755 0.537
P3 -2.123 -1.706 0.487
O1 1.073 -0.625 -1.629
N1 -0.390 0.611 3.054
N2 -2.362 1.379 3.505
C1 -1.518 0.364 -4.058
C2 -1.350 1.505 2.621
C3 2.217 3.497 1.081
C4 -2.057 0.438 4.478
C5 1.706 -2.581 3.711
C6 1.695 -1.161 -3.904
C7 -0.818 -0.028 4.214
C8 -2.694 -2.859 -0.819
C9 3.576 1.980 -0.863
C10 3.994 -1.788 -4.332
C11 -1.001 2.893 -2.932
C12 2.027 -1.086 -2.554
C13 -1.782 -2.847 1.871
C14 -3.641 2.068 3.390
C15 3.282 -1.389 -2.051
C16 4.286 -1.738 -2.963
C17 -3.722 -0.977 1.016
C18 3.556 1.115 1.827
C19 1.843 -3.457 2.703
C20 -3.249 1.396 -2.063
C21 2.714 -1.483 -4.808
H1 3.454 -1.329 -0.975
H2 -1.721 3.284 -3.669
H3 -2.578 -2.381 -1.803
H4 2.639 -3.343 1.958
H5 -2.414 0.692 -4.606
H6 3.153 2.695 -1.581
H7 -3.752 -3.116 -0.662
H8 -1.557 -0.728 -3.931
H9 3.360 1.609 2.788
H10 -3.848 0.022 0.577
H11 4.543 2.350 -0.498
H12 1.195 -4.334 2.594
H13 -0.623 0.632 -4.635
H14 1.517 4.009 0.406
H15 -2.756 0.208 5.270
H16 4.772 -2.086 -5.036
H17 -2.082 -3.771 -0.791
H18 -4.286 1.604 2.633
H19 0.006 2.886 -3.375
H20 5.292 -1.962 -2.603
H21 0.578 0.584 2.720
H22 -2.217 -3.828 1.639
H23 -4.542 -1.627 0.681
H24 2.494 -1.497 -5.876
H25 -0.993 3.538 -2.042
H26 0.668 -0.973 -4.225
H27 -3.738 1.874 -2.927
H28 -0.703 -2.964 2.034
H29 4.603 1.280 1.538
H30 -3.702 0.412 -1.875
H31 -3.473 3.110 3.108
H32 1.783 3.515 2.090
H33 2.412 -1.750 3.842
H34 3.730 1.025 -1.381
H35 3.186 4.020 1.077
H36 -4.142 2.024 4.360
H37 3.389 0.034 1.949
H38 -0.218 -0.766 4.713
H39 -2.229 -2.456 2.791
H40 0.204 -0.281 -2.103
H41 0.925 -2.685 4.475
H42 -3.373 2.022 -1.167
H43 -3.753 -0.884 2.108

Results
Energy in Ha: -2949.07985
E_LUMO (spin up / spin down) in hartree: -0.3542 / -0.3473
HOMO-LUMO gap (spin up / spin down) in eV: 7.200 / 7.392
HOMO (spin up / spin down) in eV: -16.84 / -16.84
Total charge: +3
Multiplicity: 3
Energy above the lowest of the compared OMol25 structures with the same formula, charge and spin in eV: 0.000



[5]
An isolated molecule of C3H7N3O. Source: OMol25; level of theory: the ωB97M-V functional and the def2-TZVPD basis.

Atoms and positions in Å:
O1 1.449 0.738 -0.807
N1 -0.181 0.927 2.926
N2 -0.005 0.032 0.818
N3 0.114 -1.108 -1.255
C1 0.604 -0.023 -0.405
C2 -1.078 -0.753 -2.218
C3 0.349 0.980 1.779
H1 -0.668 0.123 -2.747
H2 -0.744 -0.609 1.076
H3 0.888 -1.381 -1.859
H4 0.180 1.672 3.517
H5 -1.834 -0.358 -1.516
H6 -0.166 -1.931 -0.723
H7 1.092 1.691 1.414

Results
Energy in Ha: -357.92048
E_LUMO in hartree: 0.0138
HOMO-LUMO gap in eV: 7.634
HOMO in eV: -7.26
Total charge: 0
Multiplicity: 1
Energy above the lowest of the compared OMol25 structures with the same formula, charge and spin in eV: 3.521



[6]
A cluster of 4 separate species, C19H42Cl2O7 in total. Source: OMol25; level of theory: the ωB97M-V functional and the def2-TZVPD basis.

Atoms and positions in Å:
Cl1 -2.482 5.627 0.041
Cl2 -3.090 2.536 3.014
O1 -2.225 -5.540 -0.711
O2 2.495 -2.129 -0.831
O3 -1.152 4.050 2.046
O4 0.118 2.216 2.434
O5 -2.228 1.053 -1.628
O6 2.701 4.690 0.674
O7 0.642 3.686 0.799
C1 -3.257 0.745 -2.549
C2 -1.597 -6.769 -1.025
C3 -2.376 3.453 1.662
C4 2.069 3.485 0.901
C5 2.476 -2.433 0.554
C6 -0.350 -4.092 -1.399
C7 -1.357 -4.487 -0.332
C8 3.388 -1.103 -1.221
C9 4.846 -1.401 -0.916
C10 -3.365 4.485 1.110
C11 -4.023 -0.522 -2.211
C12 -0.809 -7.374 0.125
C13 -0.088 3.226 1.814
C14 2.976 5.438 1.855
C15 -0.428 -0.142 -2.795
C16 4.119 4.846 2.689
C17 2.055 -1.271 1.436
C18 -4.160 5.303 2.129
C19 -1.187 0.100 -1.502
H1 -0.857 -3.870 -2.340
H2 -3.930 1.602 -2.518
H3 3.738 4.326 3.572
H4 -4.041 3.960 0.436
H5 -1.053 -0.633 -3.544
H6 5.135 -2.362 -1.343
H7 -0.081 0.802 -3.218
H8 -2.858 0.691 -3.568
H9 -1.437 -7.462 1.012
H10 -1.561 -0.844 -1.089
H11 -5.125 5.570 1.692
H12 4.661 4.104 2.099
H13 -0.453 -8.367 -0.151
H14 2.372 2.783 0.122
H15 2.295 3.066 1.884
H16 0.435 -0.785 -2.614
H17 1.754 -3.245 0.654
H18 4.799 5.621 3.038
H19 3.091 -0.146 -0.774
H20 -0.959 -6.662 -1.909
H21 1.942 -1.603 2.468
H22 0.062 -6.771 0.386
H23 -4.400 -0.479 -1.188
H24 2.789 -0.463 1.428
H25 -3.400 -1.414 -2.301
H26 3.243 6.440 1.517
H27 -4.358 4.744 3.039
H28 3.444 -2.831 0.875
H29 -2.016 -3.644 -0.118
H30 -0.844 -4.731 0.605
H31 3.256 -1.001 -2.299
H32 -4.868 -0.640 -2.890
H33 0.373 -4.885 -1.594
H34 2.065 5.551 2.455
H35 5.042 -1.435 0.156
H36 -2.184 2.708 0.885
H37 -0.507 0.521 -0.759
H38 -3.653 6.241 2.362
H39 0.206 -3.208 -1.086
H40 5.481 -0.625 -1.344
H41 1.102 -0.860 1.098
H42 -2.412 -7.438 -1.303

Results
Energy in Ha: -2196.13493
E_LUMO in hartree: 0.0239
SMILES: CCOCOC(=O)O[C@@H](Cl)[C@@H](C)Cl.CCOCC.CCOCC.CCOCC
HOMO-LUMO gap in eV: 10.272
HOMO in eV: -9.62
Total charge: 0
Multiplicity: 1